(1)
This record from the Open Molecules 2025 dataset describes one molecule with the formula C5H9NO at a distorted geometry. The level of theory is wB97M-V/def2-TZVPD.

Geometry as ORCA input:
```
! wB97M-V def2-TZVPD RIJCOSX def2/J DEFGRID3
* xyz 0 1
N 1.720 -0.216 0.426
H 2.633 0.216 0.444
C -0.452 0.288 1.693
C -0.020 -0.912 -1.189
C 0.922 0.167 -0.718
H 1.087 1.694 1.038
C -1.324 -0.326 -1.649
O -1.681 0.799 -1.373
H -0.081 0.080 2.697
H -0.238 -1.655 -0.403
H 0.409 -1.505 -2.014
H -0.949 -0.604 1.308
C 0.709 0.677 0.844
H -1.977 -0.987 -2.253
H -1.191 1.097 1.746
H 0.433 1.188 -0.597
*
```

* SMILES string: C[C@H]1N[C@H]1CC=O
* orbital gap: 9.503 eV
* HOMO: -8.4 eV
* energy relative to the best compared isomer or geometry (same formula, charge and spin): 98.95 kcal per mole

---

(2)
This record from the Open Molecules 2025 dataset describes C34H33FeGeNSe2 as an isolated structure. The level of theory is wB97M-V/def2-TZVPD.

Geometry as ORCA input:
```
! wB97M-V def2-TZVPD RIJCOSX def2/J DEFGRID3
* xyz -1 6
H 1.438 4.902 -1.819
C 0.866 4.152 -2.354
H 3.697 -1.344 -4.689
C -0.473 3.503 -4.237
C 2.803 0.383 0.690
H 1.794 0.074 -4.041
C 1.286 -0.361 6.595
C -0.411 0.352 5.044
Ge -0.141 0.114 -1.639
H -4.891 -2.331 -4.072
H 4.476 -0.389 4.061
C -2.753 -2.404 -3.890
C 3.994 -0.180 3.113
H 0.354 5.467 -3.975
C 1.747 -0.055 4.230
H 1.190 2.645 -0.865
C -0.592 2.224 -3.703
C 2.603 -0.010 3.050
H -3.160 0.053 0.885
C -4.010 -1.881 -3.630
C 4.776 -0.065 1.978
H -1.432 0.673 4.851
C 0.011 1.889 -2.494
C 2.877 -2.843 -1.767
C -1.929 -2.632 0.763
C 2.154 -0.385 5.508
H 1.311 -2.204 -0.454
H -3.173 -0.708 3.863
C -3.000 -0.202 -2.238
H -0.648 -2.249 -3.529
C 4.183 0.233 0.756
C -1.726 -0.716 -2.483
H 4.403 -3.218 -3.232
C -4.132 -0.773 -2.801
C 1.977 0.254 1.804
H -0.954 3.742 -5.178
C 0.736 2.876 -1.824
H 3.196 -3.644 -1.111
C 3.163 -1.550 -3.769
H -2.164 -1.840 0.054
H 2.358 0.588 -0.277
C -0.335 0.252 0.230
H -5.110 -0.354 -2.594
Se -2.163 1.734 2.425
C -3.141 -0.957 2.802
C -2.391 2.744 0.792
Fe -0.013 0.336 1.974
H 5.851 -0.197 2.050
C 1.387 -0.988 -2.219
C -0.056 0.045 6.324
C -1.624 -1.822 -3.323
H -2.750 -3.338 0.874
C 2.085 -0.753 -3.400
H 4.784 0.335 -0.141
H -2.646 -3.269 -4.534
H -1.868 3.690 0.920
H -3.956 -1.661 2.619
H -4.394 0.616 2.042
C 3.558 -2.600 -2.953
H -3.111 0.663 -1.591
H 1.618 -0.627 7.588
N 0.416 0.309 3.964
Se -1.443 -1.884 2.479
H -1.174 1.480 -4.239
H -3.448 2.933 0.613
H -1.048 -3.156 0.394
C 0.260 4.469 -3.563
H 3.186 -0.677 5.663
H -0.799 0.128 7.107
H -1.924 2.173 -0.011
C 1.805 -2.040 -1.406
C -3.363 0.275 1.935
*
```

* orbital gap (spin up / spin down): 3.602 / 6.653 eV
* HOMO (spin up / spin down): -1.3 / -4.3 eV
* ⟨S²⟩: 8.836

---

(3)
This record from the Open Molecules 2025 dataset describes a 4-piece molecular cluster, C28H52ClNO13S overall at a distorted geometry. The level of theory is wB97M-V/def2-TZVPD.

Geometry as ORCA input:
```
! wB97M-V def2-TZVPD RIJCOSX def2/J DEFGRID3
* xyz 0 1
H 0.251 1.191 1.482
C 2.424 1.485 1.075
H -0.505 -0.367 2.667
H -2.671 3.138 -7.807
O 2.526 -4.236 -1.235
C -3.731 -1.284 0.355
H -5.752 -1.068 7.201
H -4.074 0.743 8.173
H -1.929 -1.522 6.414
H 7.903 2.966 -6.303
H -4.516 1.555 6.661
C 2.218 -1.588 -0.360
H 6.825 3.225 -4.094
H 2.884 -3.176 2.240
O 8.311 1.859 -4.606
H 3.147 2.244 1.480
H -2.357 1.606 -3.372
C -2.660 -1.112 7.117
H -0.907 -0.153 0.338
H -4.760 -3.824 -0.541
C -2.818 2.806 -5.082
H 6.103 1.966 -2.075
H -4.052 -2.748 6.828
H 2.671 -4.937 1.720
C 7.774 1.950 -5.916
C -3.728 0.998 7.168
C 1.166 1.466 2.063
C -1.806 3.311 -7.159
H -3.715 -1.412 -1.803
C -4.205 -0.552 2.773
H -2.109 -0.630 7.930
C 0.389 -0.331 3.356
C 0.739 -1.752 -0.855
H 0.121 -1.979 0.068
H -2.837 1.629 7.237
C -5.743 -1.624 8.142
O 5.713 0.806 -3.699
H 0.213 3.424 -5.090
C -2.928 -1.238 -1.013
O 4.396 -3.211 -0.212
O 1.384 0.627 3.213
H -6.316 -1.062 8.881
H 0.841 0.297 -1.881
H -0.417 -0.868 -2.504
C 6.137 -0.487 -4.108
H 0.580 -2.638 -1.529
H -2.166 -2.060 -1.047
C -4.887 -2.183 0.404
C 3.071 0.045 1.171
O 0.454 -1.191 4.187
H -3.681 3.257 -4.583
H 8.139 2.999 -2.930
O -2.237 3.814 -5.903
C -5.723 -2.273 1.595
C -3.395 -0.500 1.539
H -6.049 -1.498 3.639
H -2.978 0.841 -0.977
O -3.441 -0.161 6.399
H -3.181 1.970 -5.689
H 1.138 1.933 -5.339
H -2.510 0.173 1.560
C 6.667 1.450 -2.860
C 0.112 -0.496 -1.583
H -0.776 1.344 -0.688
H 7.320 0.716 -2.378
H 8.322 1.258 -6.555
O 4.220 -0.084 1.443
H 0.876 2.533 -3.688
C 2.386 -3.880 1.512
H 7.168 -0.483 -4.470
H -1.237 2.384 -7.052
H -6.219 -2.600 7.998
S 2.927 -3.331 -0.150
C 0.426 2.433 -4.682
C -1.013 0.244 -0.711
H -2.866 -2.989 8.119
C -1.843 2.321 -4.022
H 6.043 -1.190 -3.275
O 2.175 -1.035 0.967
O -0.742 1.631 -4.605
O -5.216 -2.977 -0.722
H -1.496 3.153 -3.399
H 5.488 -0.818 -4.920
C -3.519 -2.250 7.644
Cl 3.320 -0.753 -1.508
H 2.114 1.712 0.018
H -3.944 0.068 3.658
H 1.286 -3.671 1.586
C -5.377 -1.441 2.746
H -1.164 4.061 -7.621
H 1.017 2.521 2.424
N -2.354 0.097 -1.297
C 7.479 2.478 -3.631
H 6.714 1.681 -5.940
H -6.603 -2.950 1.638
O -4.427 -1.797 8.643
*
```

* SMILES string: CS(=O)(=O)[C@@](Cl)(CCCNCc1ccccc1O)OC(=O)CCOC=O.COCCOC.COCCOC.COCCOC
* orbital gap: 9.244 eV
* HOMO: -9.0 eV

---

(4)
This record from the Open Molecules 2025 dataset describes a 2-piece molecular cluster, CCl2O3S2 overall at a distorted geometry. The level of theory is wB97M-V/def2-TZVPD.

Geometry as ORCA input:
```
! wB97M-V def2-TZVPD RIJCOSX def2/J DEFGRID3
* xyz 0 1
S 2.858 0.150 0.622
O -3.622 0.261 -0.919
O 0.715 -0.619 2.093
Cl 0.711 -2.210 -0.224
Cl 2.584 1.244 -0.993
C -2.548 0.620 -0.749
O -1.462 0.943 -0.559
S 0.764 -0.390 0.729
*
```

* orbital gap: 8.993 eV
* HOMO: -9.7 eV
* energy relative to the best compared isomer or geometry (same formula, charge and spin): 7.88 kcal per mole

---

(5)
This record from the Open Molecules 2025 dataset describes a 2-piece molecular cluster, C4H3S2 overall at a distorted geometry. The level of theory is wB97M-V/def2-TZVPD.

Geometry as ORCA input:
```
! wB97M-V def2-TZVPD RIJCOSX def2/J DEFGRID3
* xyz -1 1
C -0.074 -0.478 -1.498
C 0.031 0.085 -0.204
H -1.126 -0.113 1.583
S -0.932 -0.464 -2.934
C 1.116 -0.626 -0.720
C -0.676 0.644 0.964
H -0.017 1.287 1.415
S 3.126 -1.604 0.808
H -1.447 1.269 0.587
*
```

* orbital gap (spin up / spin down): 6.445 / 6.421 eV
* HOMO (spin up / spin down): -3.9 / -3.9 eV
* energy relative to the best compared isomer or geometry (same formula, charge and spin): 89.53 kcal per mole

---

(6)
This record from the Open Molecules 2025 dataset describes a 2-piece molecular cluster, C5H9I overall at a distorted geometry. The level of theory is wB97M-V/def2-TZVPD.

Geometry as ORCA input:
```
! wB97M-V def2-TZVPD RIJCOSX def2/J DEFGRID3
* xyz 0 1
H -1.825 -0.429 -1.188
H 2.204 0.203 -0.647
H 1.962 -0.450 -2.184
H 0.603 -0.205 2.083
H -0.191 1.151 2.760
H -1.021 -1.330 -2.563
H 1.950 -1.586 -0.684
C -0.861 -0.750 -1.672
C -0.551 0.988 0.782
C -0.302 0.261 2.036
H 0.041 1.859 0.400
C 0.231 -0.358 -1.063
C 1.666 -0.531 -1.091
I -2.659 1.505 0.499
H -1.248 -0.328 2.533
*
```

* orbital gap (spin up / spin down): 8.328 / 8.329 eV
* HOMO (spin up / spin down): -8.0 / -8.0 eV
* energy relative to the best compared isomer or geometry (same formula, charge and spin): 101.55 kcal per mole

---

Electronic energy per entry: -8864.922, -258875.748, -81336.944, -53894.447, -25863.333, -13426.788 eV